# C4H5Br2ClN3

The ion C4H5Br2ClN3 with charge +1 at a distorted geometry (wB97M-V/def2-TZVPD, the Open Molecules 2025 dataset).

XYZ file:
```
15
Properties=species:S:1:pos:R:3:lowdin_charge:R:1
N -1.07146 1.18045 -1.83447 0.1542
C -0.26499 0.59947 -0.98483 -0.3826
N 0.90070 0.98392 -0.63800 0.0564
C 1.60586 0.46699 0.44988 -0.5632
Br 2.79772 -1.20021 0.00630 0.6562
C 0.72997 -0.20458 1.49490 -0.0642
N -0.39430 -0.74093 1.23568 -0.0078
C -0.97266 -0.77590 -0.03040 -1.0782
Cl -0.42095 -2.25248 -0.90671 0.6457
Br -2.90496 -0.64252 0.02822 0.8122
H -2.06189 1.01088 -1.84127 0.0614
H -0.50737 1.91489 -2.47238 0.2224
H 2.45564 1.12906 0.93610 0.1480
H 0.86776 -0.15346 2.59330 0.1758
H -0.75906 -1.31559 1.96369 0.1638
```

Results
Structure (SMILES) = NC1=N[C@H](Br)C=[NH+][C@@]1(Cl)Br
Total energy = -161297.8464 eV
HOMO level = -13.777 eV
Kohn-Sham gap = 0.303 Eh
LUMO level = -5.52 eV
Energy relative to the best compared isomer or geometry (same formula, charge and spin) = 0.000 eV
Total charge = +1

=====

# C38H48BrCsF3N12O12PS2

A structure of composition C38H48BrCsF3N12O12PS2 at a distorted geometry (wB97M-V/def2-TZVPD, the Open Molecules 2025 dataset).

XYZ file:
```
118
Properties=species:S:1:pos:R:3:lowdin_charge:R:1
Cs 0.23295 1.29472 -1.65893 1.4268
O -0.35174 -3.32382 1.05421 0.0924
C 0.47972 -2.38852 0.66221 -0.4833
O 0.45377 -1.23775 1.02319 0.0617
C 1.49259 -2.90479 -0.33098 -0.1656
C 1.79019 -4.25745 -0.41338 0.0075
C 2.72547 -4.66740 -1.35075 -0.0462
C 3.28699 -3.72362 -2.19218 0.0077
C 2.87608 -2.40418 -2.05649 -0.1797
N 2.02548 -1.98890 -1.12841 0.2083
C 3.38790 -1.36128 -3.02077 -0.4975
O 2.45724 -0.65493 -3.64221 0.0932
O 4.56724 -1.19593 -3.21352 0.0937
H -1.15699 -2.90228 1.52453 0.0801
H 1.29519 -4.95432 0.24603 0.1153
H 2.99988 -5.71151 -1.43248 0.1049
H 4.01354 -3.98416 -2.94909 0.1193
H 1.52938 -0.98603 -3.44511 0.0459
N -3.74185 0.60901 -0.37624 -0.0631
N -2.94086 0.89470 0.78097 -0.0587
H -4.39665 1.36356 -0.57203 0.0735
H -3.10921 0.53836 -1.17498 0.0286
H -3.52936 0.83044 1.60508 0.0682
H -2.57068 1.84227 0.74634 0.0721
C 5.84547 3.63335 0.06790 -0.2052
N 4.95669 4.52605 -0.66892 -0.1514
C 5.40580 4.59015 -2.05565 -0.2042
N 5.51938 3.29148 -2.71525 -0.1518
C 6.39801 2.44792 -1.91000 -0.2090
N 5.98855 2.30035 -0.51642 -0.1545
C 4.72260 1.55555 -0.42795 -0.3349
P 3.27445 2.36389 -1.28336 0.9327
C 3.55801 4.07624 -0.58741 -0.3138
C 4.19507 2.67244 -2.88141 -0.3153
H 5.46772 3.53217 1.08750 0.1196
H 6.83746 4.09523 0.10336 0.1155
H 6.39490 5.05954 -2.06961 0.1158
H 4.71108 5.21483 -2.62053 0.1262
H 7.39659 2.89663 -1.92263 0.1153
H 6.45179 1.45718 -2.36627 0.1223
H 4.46537 1.40518 0.62077 0.0578
H 4.87222 0.56984 -0.87826 0.0736
H 3.23610 4.09420 0.45330 0.0536
H 2.93895 4.78649 -1.13894 0.0658
H 3.57728 3.31416 -3.51016 0.0742
H 4.31181 1.72069 -3.40625 0.0796
N -2.54074 -2.08753 1.96606 0.0835
C -2.85717 -1.93731 3.34784 -0.2993
C -2.31818 -0.86519 4.04628 -0.0488
C -2.53815 -0.73202 5.40638 -0.0595
C -3.28868 -1.67912 6.09583 -0.2658
C -3.84010 -2.73708 5.38956 -0.0572
C -3.63357 -2.86564 4.02092 -0.0346
S -3.59930 -1.48421 7.85124 0.3891
O -4.65136 -0.48207 7.91741 -0.3700
O -4.00351 -2.81302 8.28481 -0.3798
O -2.32007 -1.03447 8.38219 -0.3810
H -3.26213 -2.56773 1.43958 0.0844
H -2.39198 -1.18323 1.51616 0.0619
H -1.72432 -0.14609 3.49276 0.0908
H -2.10754 0.08932 5.96328 0.1057
H -4.41832 -3.47117 5.93447 0.1062
H -4.05224 -3.70739 3.47959 0.1065
N -3.62977 -2.46126 -1.05491 0.1184
C -4.72520 -3.17356 -1.50496 -0.3205
C -6.00436 -2.88599 -1.01588 -0.0457
C -7.09983 -3.62091 -1.43444 -0.1119
C -6.95763 -4.66328 -2.34279 -0.1309
C -5.68907 -4.94754 -2.83260 -0.1141
C -4.58499 -4.21771 -2.42402 -0.0462
H -3.82486 -1.51437 -0.74435 0.0444
H -2.79745 -2.49984 -1.62216 0.0827
H -6.12347 -2.07608 -0.30573 0.1058
H -8.07896 -3.37673 -1.04038 0.0949
H -7.81648 -5.23652 -2.66463 0.0856
H -5.55373 -5.75011 -3.54776 0.0935
H -3.60104 -4.44417 -2.81744 0.1063
Br -4.54601 2.02213 -6.15081 0.7166
C -3.08798 0.81155 -6.00612 -0.6725
C -2.51472 0.30252 -7.15932 -0.1347
C -1.44244 -0.57182 -7.04366 -0.0736
C -0.95535 -0.92249 -5.79350 -0.0120
C -1.53815 -0.39873 -4.64694 -0.1126
C -2.61481 0.47348 -4.75259 -0.0724
C -1.00783 -0.78139 -3.27695 -0.7371
O -1.60846 -0.32691 -2.27962 -0.3234
O 0.01808 -1.50667 -3.23656 -0.0609
H -2.89756 0.59052 -8.12870 0.0935
H -0.98258 -0.97165 -7.93839 0.1005
H -0.11391 -1.59253 -5.68412 0.1168
H -3.05932 0.87975 -3.85576 0.1075
F -1.66474 5.50090 -3.68081 0.1272
C -0.87668 4.46089 -3.97031 -0.6670
F -0.31683 4.68300 -5.16069 0.1322
F -1.66184 3.37707 -4.08125 0.1052
S 0.40117 4.21389 -2.68424 0.3699
O -0.37038 3.88629 -1.49587 -0.5048
O 1.10800 5.46626 -2.66805 -0.2851
O 1.13549 3.06997 -3.20402 -0.6155
C 2.16212 1.45597 6.91380 -0.0801
C 1.50757 0.46469 5.95779 -0.4033
C 2.53076 -0.47019 5.32196 -0.0678
C 0.64662 1.14565 4.89826 -0.1086
N 1.39373 1.77044 3.81197 -0.1068
C 1.58539 1.34716 2.56237 -0.1240
N 2.37176 2.20066 1.94858 0.0362
N 2.64839 3.15976 2.86074 -0.0293
N 2.07167 2.90821 3.98024 0.0501
H 2.76860 0.92643 7.65061 0.0738
H 1.41145 2.03572 7.45290 0.0789
H 2.80771 2.15423 6.37758 0.0630
H 0.79567 -0.14083 6.52680 0.1394
H 3.28637 0.09233 4.76722 0.0796
H 2.06092 -1.17460 4.63180 0.0802
H 3.04589 -1.04744 6.09073 0.0768
H 0.00394 1.90644 5.33951 0.1336
H 0.01652 0.40066 4.42182 0.0940
H 1.17440 0.44095 2.14240 0.1052
```

Results
Total energy = -192344.3756 eV
HOMO level = -4.156 eV
Kohn-Sham gap = 0.269 Eh
LUMO level = 3.15 eV
Energy relative to the best compared isomer or geometry (same formula, charge and spin) = 0.738 eV
Total charge = -2

=====

# C35H31N2O2S3SbTi

A structure of composition C35H31N2O2S3SbTi (wB97M-V/def2-TZVPD, the Open Molecules 2025 dataset).

XYZ file:
```
75
Properties=species:S:1:pos:R:3:lowdin_charge:R:1
Ti -2.19765 -0.45431 -1.00815 0.3965
O 2.63390 6.09891 -1.92081 0.1535
C 2.54225 4.77348 -2.08662 -0.4757
O 3.49156 4.12432 -2.41543 0.1449
C 1.22063 4.10744 -1.79344 -0.1031
C 0.25758 4.63234 -0.93721 0.0050
C -0.86740 3.89939 -0.60461 -0.0021
C -1.04668 2.63126 -1.15032 -0.2526
C -0.10817 2.12548 -2.03967 -0.0384
C 1.02421 2.85257 -2.35147 0.0249
N -2.13751 1.77096 -0.78305 0.0266
C -3.17273 2.24277 -0.20144 -0.0185
C -4.26204 1.35381 0.19636 -0.2297
C -5.38325 1.82887 0.83880 0.0408
C -6.39997 0.93179 1.16242 0.0195
C -6.24684 -0.39774 0.82568 0.0126
C -5.08048 -0.80596 0.19136 -0.0775
N -4.09644 0.04618 -0.11441 -0.0100
H 1.77324 6.52146 -1.81859 0.1134
H 0.40035 5.59326 -0.45850 0.1309
H -1.54933 4.32128 0.12017 0.1163
H -0.24921 1.14820 -2.48167 0.0433
H 1.78214 2.45296 -3.01168 0.1382
H -3.29522 3.30219 0.00164 0.1435
H -5.46777 2.88110 1.07413 0.1379
H -7.29488 1.27608 1.66305 0.1367
H -7.01303 -1.12750 1.04502 0.1335
H -4.92881 -1.83997 -0.08286 0.0939
S -1.74893 -3.76747 -3.43852 0.7762
C -2.01685 -2.48658 -2.52088 -1.5963
S -2.40408 -2.65356 -0.76357 0.6181
S -1.93825 -0.81417 -3.16734 0.6573
C 3.67393 -0.16903 -1.03365 -0.0311
C 2.98962 0.85046 -0.16587 -0.2838
C 3.69354 2.00325 0.18587 -0.0241
C 3.15271 2.96920 1.01682 -0.0461
C 1.87397 2.80803 1.53094 -0.0709
C 1.14558 1.68394 1.18310 -0.1534
C 1.69249 0.71642 0.33816 -0.3272
Sb 0.35021 -0.89759 0.06291 1.6011
C 1.06610 -2.42231 -1.22041 -0.3562
C 1.38002 -1.98729 -2.50684 -0.1860
C 1.77463 -2.89044 -3.47839 -0.0680
C 1.84120 -4.23869 -3.15753 -0.0552
C 1.51111 -4.66888 -1.88183 -0.0293
C 1.11593 -3.77908 -0.88273 -0.2932
C 0.76055 -4.30842 0.47968 -0.0345
C -0.02032 -1.45304 2.05927 -0.3399
C -1.34261 -1.48369 2.49667 -0.1540
C -1.64185 -1.77097 3.81865 -0.0666
C -0.60451 -2.02548 4.70273 -0.0410
C 0.71138 -1.98664 4.26751 -0.0131
C 1.03562 -1.69574 2.94418 -0.2912
C 2.47991 -1.64527 2.52733 -0.0415
H 4.75358 -0.04886 -0.96905 0.0948
H 3.40139 -0.05015 -2.08394 0.0840
H 3.43311 -1.19092 -0.74338 0.0650
H 4.69646 2.13552 -0.19994 0.1289
H 3.73906 3.84206 1.27317 0.1232
H 1.45283 3.54339 2.20418 0.1160
H 0.15184 1.54907 1.60352 0.0974
H 1.32794 -0.93357 -2.76153 0.0880
H 2.02564 -2.54641 -4.47273 0.1206
H 2.14921 -4.95925 -3.90352 0.1215
H 1.56173 -5.72441 -1.64534 0.1245
H 0.84441 -5.39286 0.49988 0.0931
H -0.26378 -4.05139 0.75891 0.0585
H 1.41912 -3.91304 1.25342 0.0745
H -2.16176 -1.29263 1.80692 0.0478
H -2.66966 -1.80350 4.15447 0.1119
H -0.82003 -2.25888 5.73677 0.1197
H 1.51078 -2.19117 4.96902 0.1269
H 3.08968 -2.27608 3.17200 0.0975
H 2.86787 -0.62649 2.59250 0.0950
H 2.63102 -1.98802 1.49968 0.0567
```

Results
Total energy = -106018.8577 eV
HOMO level = -13.968 eV
Kohn-Sham gap = 0.227 Eh
LUMO level = -7.79 eV
Energy relative to the best compared isomer or geometry (same formula, charge and spin) = 0.064 eV
Total charge = +2

=====

# C35H38CdNO2P2STe

A structure of composition C35H38CdNO2P2STe (wB97M-V/def2-TZVPD, the Open Molecules 2025 dataset).

XYZ file:
```
81
Properties=species:S:1:pos:R:3:lowdin_charge:R:1
Cd -0.68458 0.25606 -0.26071 1.1060
C 0.96879 1.07334 4.37759 -0.2822
P 0.23494 0.25715 2.87522 0.8602
C -1.22152 -0.50300 3.70199 -0.2816
C 1.46202 -1.10251 2.73628 -0.4035
C 1.54708 -2.15976 3.63744 -0.0914
C 2.45231 -3.19004 3.44214 -0.0858
C 3.30456 -3.15682 2.34713 -0.0848
C 3.24548 -2.09902 1.45344 -0.0969
C 2.32396 -1.06816 1.62582 -0.3954
P 2.10388 0.29120 0.40254 0.8384
C 3.34511 -0.10569 -0.89418 -0.2892
C 3.07000 1.60070 1.30225 -0.2892
H 1.02226 0.36424 5.20708 0.0298
H 0.35261 1.92517 4.67127 0.0341
H 1.97565 1.42900 4.15931 0.0202
H -0.96826 -0.99794 4.64178 0.0278
H -1.67754 -1.21012 3.01257 0.0077
H -1.93118 0.29992 3.91036 0.0386
H 0.87828 -2.19608 4.49043 0.0939
H 2.47982 -4.02742 4.12914 0.0977
H 4.00624 -3.96524 2.17909 0.0996
H 3.90898 -2.09924 0.59801 0.0861
H 3.01027 -0.98409 -1.44552 0.0237
H 4.34340 -0.26146 -0.48220 0.0364
H 3.38258 0.74500 -1.57722 0.0310
H 3.88385 1.15653 1.87564 0.0433
H 2.40582 2.14303 1.97639 0.0041
H 3.48020 2.31121 0.58212 0.0328
C 0.29382 -0.02331 -5.01758 -0.0805
C -0.93691 -0.47162 -5.47625 -0.0800
C -2.00876 -0.50213 -4.60536 -0.0237
C -1.84531 -0.06307 -3.28737 -0.2413
N -0.64837 0.35334 -2.85390 0.0566
C 0.38182 0.36218 -3.69194 -0.1415
C -2.97138 -0.08250 -2.31950 -0.2567
C -4.27578 0.10308 -2.78249 -0.0679
C -5.34301 0.04078 -1.90158 -0.1124
C -5.10237 -0.20670 -0.55663 -0.1139
C -3.79581 -0.34758 -0.10349 -0.1790
C -2.69152 -0.29526 -0.96078 -0.2604
H 1.15892 0.02074 -5.66528 0.0936
H -1.05266 -0.80278 -6.50130 0.0994
H -2.96621 -0.88814 -4.92703 0.1037
H 1.32659 0.69987 -3.27611 0.0969
H -4.46047 0.34303 -3.82465 0.0977
H -6.35328 0.20526 -2.25827 0.0893
H -5.93145 -0.26620 0.14058 0.0901
H -3.62923 -0.49541 0.96052 0.0758
Te -1.76999 2.88872 0.00770 0.5319
C -0.40832 4.47746 0.21178 -1.0988
C 0.93934 4.46549 0.44279 -0.2834
C 1.52934 5.75927 0.52934 -0.2305
C 0.62418 6.75958 0.36174 -0.4664
S -0.95180 6.11444 0.09430 0.8545
H 1.49307 3.54162 0.54388 0.0473
H 2.58165 5.93244 0.71499 0.0878
H 0.77978 7.82747 0.37282 0.0451
C 0.30306 -8.32272 0.52666 -0.0603
C 0.22152 -6.82529 0.39213 -0.2790
C 1.05532 -6.12756 -0.46403 -0.0281
C 0.99730 -4.74277 -0.59744 -0.1817
C 1.94647 -4.12789 -1.59696 -0.0484
C 0.07396 -4.00732 0.17525 -0.0209
C -0.79995 -4.71068 1.03165 -0.1779
C -1.87563 -4.06176 1.87039 -0.0451
C -0.70494 -6.09621 1.12047 -0.0271
C 0.06026 -2.48836 0.12981 -0.6219
O 0.76062 -1.89766 -0.73102 -0.1476
O -0.62807 -1.87063 0.98484 -0.1646
H 0.82380 -8.76593 -0.32285 0.0691
H -0.69322 -8.76297 0.58813 0.0729
H 0.84166 -8.60325 1.43568 0.0771
H 1.78265 -6.67532 -1.05640 0.1055
H 2.52326 -4.91308 -2.08965 0.0682
H 2.62877 -3.42953 -1.11438 0.0579
H 1.40589 -3.55195 -2.34567 0.0815
H -2.45041 -3.34019 1.29523 0.0779
H -1.43022 -3.51871 2.70485 0.0692
H -2.54449 -4.82847 2.26554 0.0696
H -1.38759 -6.61968 1.78353 0.1093
```

Results
Total energy = -83770.4418 eV
HOMO level = -3.675 eV
Kohn-Sham gap = 0.229 Eh
LUMO level = 2.55 eV
Total charge = -1

=====

Question: Which value of total energy does entry 4 give?
Answer: -83770.4418 eV

=====

Question: Which of these has the highest total charge?
Answer: C35H31N2O2S3SbTi

=====

Question: Which formula does entry 1 have?
Answer: C4H5Br2ClN3